{"formula": "C53H116N2PS3", "method": "wB97M-V/def2-TZVPD", "total_charge": -1, "lumo_ev": 0.74, "homo_lumo_gap_ev": 5.13, "e_tot_ha": -3733.87220, "homo_ev": -4.4, "fmax_ev_per_a": 8.21, "molar_mass_g_mol": 908.70, "symbols": ["C", "C", "C", "C", "C", "C", "C", "C", "C", "C", "C", "C", "C", "C", "C", "P", "C", "S", "C", "C", "C", "S", "C", "S", "N", "C", "C", "N", "C", "H", "H", "H", "H", "H", "H", "H", "H", "H", "H", "H", "H", "H", "H", "H", "H", "H", "H", "H", "H", "H", "H", "H", "H", "H", "H", "H", "H", "H", "H", "H", "H", "H", "H", "H", "H", "H", "H", "H", "H", "H", "H", "H", "H", "H", "H", "C", "C", "C", "C", "C", "C", "H", "H", "H", "H", "H", "H", "H", "H", "H", "H", "H", "H", "H", "H", "C", "C", "C", "C", "C", "C", "H", "H", "H", "H", "H", "H", "H", "H", "H", "H", "H", "H", "H", "H", "C", "C", "C", "C", "C", "C", "H", "H", "H", "H", "H", "H", "H", "H", "H", "H", "H", "H", "H", "H", "C", "C", "C", "C", "C", "C", "H", "H", "H", "H", "H", "H", "H", "H", "H", "H", "H", "H", "H", "H", "C", "C", "C", "C", "C", "C", "H", "H", "H", "H", "H", "H", "H", "H", "H", "H", "H", "H", "H", "H"], "positions_angstrom": [[-5.813270, -0.734781, -3.347676], [-7.035432, 0.361887, -3.257296], [-7.163387, 1.318830, -4.612050], [-7.291837, 0.463600, -6.010284], [-6.847596, 1.301287, -7.359216], [-5.478591, 0.736399, -8.067069], [-4.085521, 1.148172, -7.305713], [-4.096460, 2.666285, -6.685151], [-2.632026, 3.402267, -6.727563], [-2.756267, 4.980971, -6.188359], [-1.635591, 5.277943, -5.038322], [-2.205383, 5.691681, -3.566042], [-3.636958, 5.053758, -3.130671], [-3.601673, 3.407006, -2.836724], [-3.339251, 3.079256, -1.279529], [-1.901308, 1.937381, -0.801855], [-3.077550, 1.068335, 0.436783], [-0.476265, 2.851503, -2.099338], [-2.391326, 0.549752, -2.078935], [-1.203881, 0.176738, -3.143197], [-1.583555, -1.348600, -3.717531], [-0.309190, -2.042732, -4.900334], [0.305534, -0.691932, -6.071154], [1.552968, 0.361723, -5.559063], [-0.266264, -0.518691, -7.490942], [0.095242, 0.693512, -8.330043], [-0.666314, 0.488516, -9.788096], [-1.402493, -0.823423, -9.593972], [-1.218129, -1.475479, -8.219498], [-4.969005, -0.308381, -4.054874], [-5.366811, -0.939452, -2.266155], [-6.143830, -1.768768, -3.811090], [-8.092997, -0.147763, -3.076775], [-6.885738, 1.090422, -2.324760], [-6.322100, 2.136922, -4.623795], [-8.195627, 1.897331, -4.479416], [-8.439239, 0.192919, -6.135418], [-6.692364, -0.542703, -6.027734], [-6.842309, 2.452477, -7.128755], [-7.723480, 1.135139, -8.152565], [-5.458262, -0.450150, -8.177439], [-5.472436, 1.153398, -9.182191], [-3.845950, 0.371486, -6.438936], [-3.227086, 1.100262, -8.117689], [-4.392580, 2.585683, -5.533271], [-4.835593, 3.323395, -7.310419], [-1.900617, 2.755505, -6.082729], [-2.173974, 3.412230, -7.827512], [-2.465636, 5.635770, -7.143540], [-3.853994, 5.281127, -5.921616], [-0.871432, 4.372415, -5.043291], [-0.997817, 6.211148, -5.423701], [-2.352736, 6.876907, -3.584058], [-1.397518, 5.514614, -2.705090], [-4.537465, 5.266921, -3.857390], [-3.942811, 5.574213, -2.100199], [-2.983745, 2.810590, -3.628840], [-4.735257, 3.084580, -3.051108], [-4.330279, 2.617106, -0.800326], [-3.178155, 4.103941, -0.688217], [-0.864378, 1.042893, -0.366138], [-1.519964, 2.915490, 0.222107], [-2.439343, 0.398023, 1.178946], [-3.557152, 1.917624, 1.114083], [-3.964867, 0.482044, -0.053607], [-0.839581, 2.905259, -3.435612], [-2.484468, -0.420409, -1.383504], [-3.457234, 0.683215, -2.532535], [-1.154565, 0.854732, -4.097293], [-0.146562, 0.029721, -2.611958], [-1.628526, -2.083139, -2.782024], [-2.669592, -1.284490, -4.192014], [0.762532, 1.628567, -8.084478], [-0.605826, 1.212758, -10.705710], [-1.686727, -2.477605, -7.826454], [-7.636159, 5.917558, -2.430842], [-7.141201, 6.943571, -1.419356], [-6.394096, 6.312348, -0.243369], [-7.227324, 5.363941, 0.626550], [-8.489405, 5.978094, 1.237200], [-8.194310, 7.126314, 2.189928], [-8.353689, 5.223133, -1.984530], [-8.137037, 6.420964, -3.263864], [-6.801304, 5.337923, -2.837663], [-7.983839, 7.544047, -1.064348], [-6.463310, 7.635502, -1.932700], [-5.983748, 7.114565, 0.381409], [-5.527413, 5.758608, -0.626411], [-6.589144, 4.986024, 1.434865], [-7.514637, 4.485644, 0.035954], [-9.025545, 5.196354, 1.788473], [-9.171361, 6.318823, 0.450216], [-7.555280, 6.793129, 3.013687], [-9.126395, 7.509667, 2.617960], [-7.697931, 7.957021, 1.681231], [1.760511, 0.766301, 0.409290], [1.146526, 0.243553, 1.701788], [1.565600, 1.049719, 2.932246], [3.066160, 1.030183, 3.246002], [3.671386, -0.360392, 3.453194], [3.076081, -1.100131, 4.641294], [2.852319, 0.703425, 0.425760], [1.407753, 0.174874, -0.441589], [1.476888, 1.809660, 0.237751], [1.400766, -0.813004, 1.827047], [0.055146, 0.289836, 1.609191], [1.006676, 0.679499, 3.799902], [1.253761, 2.093481, 2.798819], [3.238526, 1.630716, 4.147732], [3.613393, 1.534851, 2.440643], [4.750198, -0.250046, 3.615840], [3.559826, -0.967645, 2.548041], [3.223495, -0.532852, 5.565641], [3.561898, -2.074160, 4.760476], [2.005244, -1.278462, 4.511902], [6.575819, -3.186362, 6.524927], [5.922236, -3.432548, 7.878816], [4.782261, -2.457939, 8.179066], [5.190888, -0.983129, 8.271073], [6.270461, -0.668749, 9.309638], [5.838235, -0.980994, 10.734021], [7.034675, -2.194961, 6.471578], [7.363277, -3.925526, 6.346695], [5.841857, -3.271495, 5.717143], [6.681844, -3.392736, 8.664979], [5.520979, -4.452709, 7.888280], [4.299832, -2.761892, 9.115634], [4.014069, -2.556076, 7.401416], [4.296232, -0.390133, 8.497813], [5.537557, -0.639153, 7.289107], [6.515490, 0.398159, 9.245354], [7.195530, -1.208698, 9.078977], [4.943409, -0.410677, 11.002301], [6.634145, -0.712789, 11.436553], [5.623639, -2.044591, 10.867978], [4.571950, -7.603699, -5.342656], [4.631169, -6.113732, -5.654557], [3.649417, -5.288403, -4.821159], [2.168135, -5.615378, -5.043415], [1.679654, -5.480097, -6.487717], [1.788740, -4.061406, -7.024930], [3.588923, -8.025812, -5.570136], [5.311021, -8.143942, -5.942766], [4.791849, -7.789317, -4.286411], [4.458681, -5.956001, -6.723205], [5.647771, -5.758121, -5.449896], [3.823239, -4.225548, -5.027098], [3.878525, -5.428181, -3.756988], [1.568926, -4.956893, -4.402469], [1.964533, -6.636176, -4.698055], [0.628477, -5.789418, -6.530329], [2.226286, -6.165553, -7.144868], [1.205847, -3.367657, -6.411008], [1.401878, -4.015318, -8.048242], [2.825690, -3.715787, -7.047676], [9.797512, -4.810945, 9.749232], [8.856975, -4.064119, 10.686479], [9.332440, -4.069094, 12.140255], [9.421945, -5.453191, 12.793532], [8.120792, -6.259370, 12.795034], [7.005734, -5.592625, 13.585781], [9.875898, -5.869312, 10.013778], [9.428206, -4.753455, 8.720385], [10.800594, -4.373150, 9.774297], [7.850509, -4.485364, 10.607621], [8.784262, -3.024428, 10.346505], [8.663515, -3.430346, 12.729173], [10.321504, -3.596536, 12.194370], [9.762025, -5.325435, 13.828661], [10.199659, -6.042681, 12.293114], [8.321088, -7.243188, 13.235996], [7.783237, -6.447545, 11.769777], [7.304577, -5.442742, 14.627980], [6.109727, -6.221953, 13.577459], [6.732498, -4.622853, 13.161371]], "forces_ev_per_a": [[0.0, 0.1, 0.1], [-0.3, 0.5, -0.1], [-0.9, -0.3, 0.5], [-0.4, 0.3, -0.3], [-0.9, -0.8, -0.4], [0.2, 0.2, -0.3], [0.2, 0.3, -0.2], [0.6, -0.3, 0.1], [-0.6, -0.1, -0.2], [1.0, -0.3, -1.3], [0.6, 0.7, -0.5], [-0.2, 1.1, 0.3], [0.1, -0.5, 0.9], [-2.2, 0.8, -0.3], [-1.7, 1.6, -0.1], [-2.6, -1.8, 1.2], [-1.0, 0.1, 2.5], [2.0, 1.8, -1.8], [0.4, -2.1, -0.5], [-0.7, -2.0, -0.4], [-1.4, 1.8, 1.1], [-0.2, 0.7, -1.0], [0.8, 2.0, -0.4], [-2.6, -2.3, -1.0], [-0.4, 0.4, -0.6], [-2.9, -2.0, -4.0], [1.3, -3.1, 7.5], [1.6, 0.2, 3.4], [2.1, 5.9, -3.9], [-1.6, -0.8, 1.6], [-0.9, 0.5, -2.4], [0.5, 2.1, 0.9], [2.3, 0.8, -0.4], [-0.1, -1.6, -2.0], [-1.4, -1.8, -0.1], [2.2, -1.0, -0.3], [2.4, 0.4, 0.3], [-1.1, 1.9, 0.4], [0.3, -2.3, -0.5], [1.9, 0.4, 1.6], [-0.4, 2.5, 0.3], [0.1, -0.8, 2.4], [-0.5, 1.6, -1.8], [-1.6, -0.1, 1.7], [0.3, 0.5, -2.6], [1.2, -1.2, 1.4], [-1.2, 1.4, -1.0], [-1.1, -0.1, 2.3], [-0.7, -1.3, 2.1], [2.1, -0.8, -0.2], [-1.7, 1.8, 0.3], [-1.3, -2.0, 0.9], [0.2, -2.4, 0.0], [-1.8, 0.0, -2.0], [2.0, -0.2, 1.1], [0.7, -1.1, -2.2], [-0.8, 1.2, 1.6], [2.3, 0.5, 0.3], [2.0, 1.0, -1.3], [-0.2, -2.0, -1.3], [0.4, 0.0, -0.2], [0.3, -0.1, -0.1], [-1.4, 1.0, -1.5], [0.8, -1.8, -1.2], [1.6, 0.9, 1.0], [0.0, -0.2, 1.2], [0.2, 1.9, -1.5], [2.0, -0.2, 0.3], [0.1, -1.1, 2.0], [-2.4, 0.8, -1.2], [0.4, 1.3, -2.2], [2.4, -0.4, 0.8], [-1.5, -2.6, 0.1], [-0.4, -2.0, 2.0], [1.3, 2.5, -0.8], [-0.1, 0.1, -0.1], [0.2, -0.1, -0.1], [0.1, 0.1, 0.1], [0.0, -0.1, -0.1], [0.1, -0.1, 0.0], [-0.2, 0.1, 0.1], [0.1, 0.0, -0.1], [0.0, -0.1, 0.0], [-0.1, 0.0, 0.1], [0.0, 0.0, 0.0], [-0.1, 0.0, 0.1], [0.0, -0.1, 0.0], [-0.1, 0.0, 0.1], [-0.1, 0.0, -0.1], [0.1, 0.1, 0.1], [0.0, 0.0, -0.1], [0.1, 0.0, 0.0], [0.0, 0.1, -0.1], [0.1, 0.0, 0.0], [0.0, -0.1, 0.1], [0.0, -0.1, -0.1], [-0.1, 0.2, 0.0], [-0.1, -0.1, 0.1], [0.0, 0.1, -0.2], [0.1, 0.1, 0.0], [0.0, -0.2, 0.0], [0.0, 0.0, 0.0], [0.0, 0.2, 0.1], [0.0, -0.1, -0.1], [0.0, 0.0, 0.1], [0.1, 0.0, 0.0], [0.1, 0.1, 0.0], [0.0, -0.1, 0.0], [0.0, -0.1, 0.0], [-0.1, 0.0, 0.1], [-0.1, 0.0, -0.1], [0.0, 0.1, 0.0], [-0.1, 0.0, 0.0], [-0.1, 0.1, 0.1], [0.1, 0.0, 0.0], [0.2, -0.1, 0.0], [-0.1, 0.0, -0.1], [-0.1, 0.0, 0.2], [0.1, 0.0, -0.2], [-0.1, 0.1, -0.1], [0.2, 0.0, 0.2], [-0.1, -0.1, 0.0], [-0.1, 0.1, -0.1], [0.1, 0.1, 0.1], [0.0, 0.0, 0.0], [0.0, 0.1, 0.1], [0.0, 0.1, -0.1], [0.1, 0.0, 0.1], [0.1, 0.0, 0.0], [-0.1, 0.0, 0.1], [0.0, -0.1, 0.0], [-0.1, 0.0, 0.0], [0.0, -0.1, 0.0], [-0.1, 0.0, 0.0], [0.0, 0.1, 0.0], [0.1, -0.1, -0.2], [0.0, 0.0, 0.2], [0.0, 0.2, -0.1], [0.0, -0.1, 0.1], [-0.1, 0.0, 0.1], [0.0, 0.1, -0.3], [0.1, 0.0, 0.1], [-0.1, 0.0, 0.1], [-0.1, 0.0, -0.1], [0.0, 0.0, 0.0], [-0.1, 0.0, -0.1], [-0.1, -0.1, 0.0], [0.0, 0.0, -0.1], [0.1, 0.0, -0.1], [0.0, 0.1, 0.0], [0.1, 0.0, 0.0], [0.0, 0.0, 0.1], [0.2, -0.2, -0.1], [0.0, 0.1, 0.1], [-0.1, 0.0, 0.0], [-0.1, 0.0, -0.2], [0.2, 0.1, 0.0], [-0.1, 0.1, 0.1], [0.1, -0.1, -0.1], [0.1, 0.0, 0.1], [-0.2, -0.1, 0.0], [0.0, 0.1, 0.0], [0.1, 0.0, 0.1], [-0.1, -0.1, 0.0], [0.0, 0.0, 0.1], [-0.1, -0.1, 0.1], [0.1, -0.1, 0.0], [-0.1, 0.0, 0.0], [0.0, 0.0, -0.1], [-0.1, 0.1, 0.0], [0.0, 0.1, -0.1], [0.1, 0.0, 0.1], [0.0, 0.0, -0.1], [0.1, 0.1, 0.1], [0.0, -0.1, 0.1]], "mulliken_charge": [-0.475, -0.505, -0.209, -0.454, -0.465, -0.974, 0.688, -0.150, 0.008, -0.522, -0.584, -0.800, 0.032, 1.820, -0.994, 2.037, -1.374, -0.324, -0.455, 0.364, -0.352, -0.097, 0.078, -0.202, 0.385, -0.189, -0.373, -0.599, -0.065, -0.221, 0.297, 0.348, 0.367, 0.149, -0.140, 0.369, 0.304, 0.203, 0.194, 0.360, 0.297, 0.307, -0.103, -0.176, -0.474, 0.243, -0.252, 0.439, 0.390, 0.244, 0.173, 0.372, 0.427, 0.127, 0.094, -0.261, -0.559, -0.792, 0.119, 0.126, -0.727, 0.002, 0.242, 0.231, 0.319, -0.182, 0.375, -0.614, -0.170, -0.060, 0.368, 0.026, 0.305, 0.284, 0.304, -0.966, -0.522, 0.443, -0.714, -0.511, -1.196, 0.302, 0.412, 0.046, 0.342, 0.382, 0.389, -0.621, 0.446, 0.232, 0.375, 0.237, 0.289, 0.381, 0.286, -1.075, 0.442, -0.874, -0.796, -0.431, -0.991, 0.454, 0.107, 0.242, 0.316, -0.313, 0.325, 0.401, 0.404, 0.315, 0.383, 0.292, 0.192, 0.292, 0.325, -1.244, 0.516, -0.774, -0.584, -0.360, -1.179, 0.279, 0.415, 0.283, -0.584, 0.423, 0.367, 0.304, 0.394, 0.280, 0.375, 0.152, 0.362, 0.368, 0.202, -1.183, -0.377, -0.674, -0.614, -0.500, -0.520, 0.281, 0.375, 0.289, 0.248, 0.362, 0.291, 0.390, 0.251, 0.340, 0.326, 0.306, -0.279, 0.422, 0.295, -1.288, 0.216, -0.838, -0.762, -0.353, -1.078, 0.312, 0.322, 0.310, 0.182, 0.124, 0.312, 0.388, 0.389, 0.322, 0.358, 0.246, 0.293, 0.367, 0.193]}